# 1
{
  "formula": "C4H9NO2",
  "method": "ωB97M-V/def2-TZVPD",
  "lumo_ev": 0.67,
  "orbital_gap_ev": 10.8675,
  "max_force_ev_per_a": 0.737,
  "de_lowest_kcal_mol": 33.8,
  "charge": 0,
  "e_tot_ha": -363.031663,
  "symbols": ["H", "O", "H", "C", "H", "C", "H", "H", "C", "H", "H", "H", "C", "O", "H", "N"],
  "coordinates": [[-0.658, -2.331, 2.127], [0.358, -1.914, 0.343], [-0.389, 0.198, -2.367], [0.225, -1.799, 1.744], [0.167, -0.751, 2.076], [1.109, 1.111, -1.105], [-0.381, -1.427, -0.049], [-0.728, 1.885, -1.980], [-1.613, 0.999, 0.523], [1.180, 1.878, -0.327], [1.114, -2.248, 2.194], [1.478, 0.164, -0.699], [-0.331, 0.948, -1.574], [-2.077, 1.376, 1.534], [1.744, 1.415, -1.944], [-1.200, 0.494, -0.496]],
  "atomic_forces_ev_per_a": [[0.1, 0.1, -0.1], [-0.2, 0.0, -0.2], [0.0, 0.1, 0.1], [0.0, 0.0, 0.4], [0.0, -0.2, -0.1], [0.0, 0.0, 0.0], [0.2, -0.1, 0.0], [0.1, -0.1, 0.1], [-0.1, 0.0, 0.1], [0.0, -0.1, -0.1], [-0.1, 0.1, -0.1], [0.0, 0.2, -0.1], [0.1, 0.1, -0.2], [0.3, -0.2, -0.6], [-0.1, -0.1, 0.1], [-0.3, 0.3, 0.6]],
  "lowdin_charge": [0.081, -0.138, 0.111, -0.169, 0.072, -0.085, 0.038, 0.115, -0.317, 0.078, 0.079, 0.066, -0.244, 0.153, 0.076, 0.085]
}


# 2
{
  "formula": "C2H4O2",
  "method": "ωB97M-V/def2-TZVPD",
  "lumo_ev": 0.62,
  "orbital_gap_ev": 10.8432,
  "max_force_ev_per_a": 3.397,
  "de_lowest_kcal_mol": 58.8,
  "charge": 0,
  "e_tot_ha": -229.012814,
  "symbols": ["O", "C", "C", "H", "H", "O", "H", "H"],
  "coordinates": [[-2.779, -3.023, -0.225], [-2.043, -3.994, -0.472], [2.081, 3.984, 0.515], [1.832, 4.886, -0.093], [-1.025, -3.848, -0.904], [1.445, 3.680, 1.478], [-2.438, -5.038, -0.454], [2.927, 3.352, 0.155]],
  "atomic_forces_ev_per_a": [[2.1, -2.7, -0.4], [-2.0, 2.3, -0.5], [0.2, 0.0, -0.6], [0.2, -0.2, 0.2], [-0.3, 0.0, 0.5], [-0.1, 0.0, 0.3], [0.2, 0.4, 0.3], [-0.2, 0.3, 0.1]],
  "lowdin_charge": [-0.044, -0.115, -0.161, 0.082, 0.080, -0.003, 0.080, 0.081]
}


# 3
{
  "formula": "C2H8N3O2",
  "method": "ωB97M-V/def2-TZVPD",
  "lumo_ev": [-5.59, -6.83],
  "orbital_gap_ev": [9.4942, 7.2826],
  "max_force_ev_per_a": 2.677,
  "de_lowest_kcal_mol": 175.0,
  "charge": 1,
  "e_tot_ha": -395.278511,
  "symbols": ["O", "H", "N", "O", "C", "H", "H", "N", "H", "H", "C", "N", "H", "H", "H"],
  "coordinates": [[3.774, -0.243, -0.058], [-3.469, 0.193, -0.099], [1.012, 0.531, 0.053], [1.315, 1.679, 0.014], [-2.503, -0.294, -0.193], [-2.499, -1.155, 0.470], [-1.369, 1.540, -0.498], [2.748, -1.038, -0.041], [2.643, -1.368, 0.930], [-1.546, 1.064, 1.197], [-1.406, 0.681, 0.179], [-0.121, -0.007, 0.121], [-0.140, -1.026, 0.117], [-2.394, -0.631, -1.220], [3.955, 0.076, -0.973]],
  "atomic_forces_ev_per_a": [[-0.3, -0.1, 0.5], [-0.1, 0.0, 0.0], [2.5, -1.0, 0.1], [-0.8, -0.4, 0.0], [0.1, 0.1, -0.1], [-0.1, -0.1, 0.1], [0.1, -0.1, 0.1], [-0.4, 0.9, -1.0], [0.4, 0.4, 0.1], [0.1, 0.0, -0.1], [-0.5, 0.8, 0.1], [-1.0, -0.2, 0.0], [0.4, 0.3, 0.0], [0.0, -0.1, -0.1], [-0.4, -0.4, 0.3]],
  "lowdin_charge": [0.038, 0.094, -0.116, 0.144, -0.065, 0.085, 0.135, 0.133, 0.107, 0.139, -0.181, 0.057, 0.177, 0.089, 0.165]
}